# 1
The following is a DFT calculation (the ωB97M-V functional and the def2-TZVPD basis) of 7 unconnected molecules or ions with the total composition C14H36FN2O10P.

The SMILES is N#C[C@@H](CCCCO)[C@@](F)(C#N)P(=O)(O)O.CO.CO.CO.CO.CO.CO. For the gap between HOMO and LUMO, the calculation gives 0.356 Eh.

```
64
C14H36FN2O10P the ωB97M-V functional and the def2-TZVPD basis
N 1.49079 -0.31322 0.76404
C 0.61558 0.37822 0.48768
C -0.54062 1.22218 0.17367
C -0.09981 2.67475 -0.13504
C 0.32367 2.99152 -1.59059
C 1.83532 3.05825 -1.81329
C 2.53081 1.70207 -1.84363
O 3.36916 1.62407 -0.68661
C -1.38198 0.48251 -0.89433
F -0.59431 0.03947 -1.93327
C -1.91899 -0.74179 -0.25189
N -2.29241 -1.72042 0.22369
P -2.83664 1.42383 -1.64715
O -2.61060 1.72550 -3.06041
O -3.14462 2.66828 -0.72123
O -4.10952 0.53084 -1.34511
H -1.14044 1.21601 1.08745
H 0.75034 2.88500 0.51417
H -0.88022 3.35676 0.18721
H -0.07031 3.98240 -1.83185
H -0.12623 2.31266 -2.31023
H 2.30642 3.68322 -1.05582
H 1.99017 3.55877 -2.77110
H 3.14029 1.59378 -2.73919
H 1.79422 0.89379 -1.85549
H 3.62100 0.70664 -0.53656
H -2.75182 3.44913 -1.14233
H -4.12202 -0.25178 -1.91587
C 1.82554 -2.24748 -2.30290
O 2.28901 -2.15662 -3.64307
H 2.67463 -2.05164 -1.65196
H 1.05151 -1.50338 -2.10113
H 1.43525 -3.24413 -2.07645
H 1.54033 -2.31415 -4.23045
C -0.61287 -2.44183 3.80816
O -1.91260 -2.76127 3.32140
H -0.44891 -3.02787 4.70924
H 0.16192 -2.69037 3.07854
H -0.53673 -1.38078 4.06496
H -2.05579 -2.25124 2.51759
C -2.92935 -2.33135 6.74408
O -2.02111 -1.28589 7.09858
H -2.51546 -3.25936 7.12838
H -3.91078 -2.16620 7.19405
H -3.02700 -2.40651 5.65930
H -2.37871 -0.46012 6.75893
C 3.37143 1.63902 -6.44465
O 3.17604 1.12003 -5.13445
H 2.62638 2.41648 -6.59512
H 4.36536 2.07942 -6.55892
H 3.23058 0.86776 -7.20593
H 3.82416 0.42400 -4.99024
C 1.19982 0.10363 7.36359
O 0.46775 -0.45276 8.44023
H 2.23800 0.18303 7.67948
H 1.15419 -0.53422 6.47487
H 0.84234 1.10551 7.10192
H -0.45232 -0.52982 8.15820
C -1.70357 -1.91509 -4.28344
O -0.95580 -3.08148 -4.61935
H -1.21959 -1.06144 -4.74901
H -2.72843 -1.98964 -4.65693
H -1.71650 -1.76632 -3.20100
H -1.37904 -3.84044 -4.20768
```



# 2
The following is a DFT calculation (the ωB97M-V functional and the def2-TZVPD basis) of a molecular structure, C40H45IN2OPdSeSi.

The calculation puts the energy above the lowest of the compared OMol25 structures with the same formula, charge and spin at 122.7 kJ/mol. The total charge is -2. As for the spin multiplicity: 5. For the gap between HOMO and LUMO (spin up / spin down), the calculation gives 0.182 / 0.155 Eh. Its expectation value of S² is 6.085.

```
92
C40H45IN2OPdSeSi the ωB97M-V functional and the def2-TZVPD basis
Pd 14.72827 13.70497 14.19314
I 14.81369 13.44830 17.07215
C 16.82902 13.97754 17.13158
C 17.39054 14.31988 18.35040
C 18.75050 14.73238 18.38204
C 19.50917 14.71148 17.24050
C 18.95311 14.34525 15.98963
C 19.67058 14.19440 14.82305
C 19.08056 13.97453 13.59210
C 17.71774 13.71425 13.55460
C 16.96636 13.68906 14.70055
C 17.54207 14.03247 15.95004
H 16.86191 14.32131 19.26731
H 19.17716 15.04349 19.33209
H 20.48646 15.04764 17.38564
H 20.75612 14.28610 14.87260
H 19.67577 14.06354 12.67848
H 17.21387 13.36611 12.65886
Se 15.20543 14.60391 11.68523
C 14.77358 13.54065 10.23927
C 14.47697 14.09884 9.02573
C 14.25600 13.31882 7.89906
N 14.35507 11.99123 7.85993
C 14.54867 11.43348 9.08278
C 14.68625 12.12444 10.25276
H 14.27787 15.15291 8.83156
H 14.08484 13.79316 6.92318
H 14.49128 10.33715 9.08500
H 14.83008 11.58606 11.20539
C 16.72682 17.42864 14.17656
C 15.38823 17.96717 14.56940
C 15.09906 19.26635 14.74524
C 13.87716 19.68708 15.37243
C 12.90886 18.70987 15.65064
C 13.09064 17.37485 15.36440
C 12.03448 16.35618 15.68225
C 14.33925 16.94164 14.77370
N 14.58961 15.71770 14.52954
H 17.51571 18.19634 14.03087
H 16.59486 16.82828 13.25386
H 17.05280 16.73842 14.97651
H 15.90902 19.98801 14.59524
H 13.67762 20.74111 15.60393
H 11.89590 18.97102 15.97467
H 11.12593 16.49574 14.98473
H 11.67071 16.35643 16.70870
H 12.41663 15.40712 15.48070
C 15.08566 7.77215 14.32707
Si 13.73607 8.80463 13.62369
C 12.06691 8.26950 14.21736
C 13.86665 8.63811 11.78122
C 13.82914 10.61776 13.77014
C 14.15020 11.76817 13.96034
H 14.78020 6.70634 14.40914
H 15.35520 8.10418 15.33976
H 15.94147 7.81073 13.69260
H 11.84093 7.27976 13.80029
H 11.31722 8.97887 13.81019
H 11.99913 8.20964 15.30877
H 13.66756 7.62952 11.32064
H 14.93084 8.95255 11.47365
H 13.18197 9.33166 11.29524
C 11.29277 12.85161 11.67341
C 10.74620 14.18836 12.12413
C 11.81467 15.23635 12.28775
C 9.92352 13.91505 13.33906
C 8.56696 14.03219 13.26142
C 7.67915 13.71391 14.34160
C 8.29831 13.17131 15.45456
C 9.67594 13.05512 15.66428
C 10.19571 12.56095 17.00599
C 10.97930 11.27874 16.96765
C 10.91458 13.63760 17.79013
C 10.55296 13.38493 14.54942
O 11.80344 13.29108 14.67276
H 11.67183 12.91540 10.64816
H 10.46963 12.07023 11.57273
H 12.09179 12.43719 12.32088
H 10.05610 14.53972 11.29893
H 12.52446 15.00050 13.06808
H 11.31136 16.20992 12.54646
H 12.33145 15.38372 11.37980
H 8.20181 14.37733 12.34133
H 6.64440 13.90557 14.31164
H 7.67361 12.86910 16.26395
H 9.28705 12.32784 17.54386
H 12.01833 11.33458 16.77120
H 10.58026 10.54228 16.28001
H 10.93417 10.86119 17.97578
H 11.83259 13.98714 17.39331
H 11.23666 13.17522 18.74192
H 10.35409 14.59317 18.02510
```